DFT (ωB97M-V/def2-TZVPD) results for a molecular structure, C3H6HgLiO4 in a non-equilibrium geometry.

```
15
Properties=species:S:1:pos:R:3:lowdin_charge:R:1
C 0.549 -2.476 0.293 -0.04
H -0.111 -2.800 -0.521 0.09
H 0.726 2.010 1.087 0.04
H 1.250 -3.272 0.560 0.10
O -0.457 -0.265 -0.756 -0.17
Li -2.347 -0.272 -0.346 0.64
O 1.481 0.759 -0.261 -0.06
H -1.819 1.888 1.095 0.11
O -2.245 1.446 0.141 -0.83
C 0.780 2.066 -0.014 -0.19
C 0.761 -0.278 -0.536 -0.63
H 1.474 2.776 -0.499 0.02
H -0.077 -2.189 1.147 0.10
O 1.359 -1.379 -0.124 0.01
Hg -1.326 1.984 -1.267 0.80
```

Results
Energy above the lowest of the compared OMol25 structures with the same formula, charge and spin = 1.635 eV
Multiplicity = 2
Lowest unoccupied orbital energy (spin up / spin down) = -0.019 / -0.028 Eh
DFT total energy = -15773.2395 eV
Max |F| = 15.2 eV/A
HOMO energy (spin up / spin down) = -5.84 / -6.96 eV

---

DFT (ωB97M-V/def2-TZVPD) results for a molecular structure, C22H35F4N8Pb.

```
70
Properties=species:S:1:pos:R:3:lowdin_charge:R:1
H 3.577 4.219 0.506 0.08
H -1.647 2.466 0.880 0.08
C -1.685 3.062 -0.037 -0.06
C 1.715 -2.541 4.140 -0.12
H -0.943 5.293 1.489 0.13
C -1.600 -2.986 -1.471 -0.25
H -0.378 -3.418 -3.181 0.14
H 4.294 0.312 4.641 0.09
H 3.097 4.378 -1.202 0.10
H 1.901 -2.496 -3.616 0.10
H -0.742 -1.886 3.028 0.11
F -3.593 -4.207 -0.226 0.08
C -3.823 -1.138 2.471 -0.23
F -2.067 0.001 1.402 -0.04
H 0.810 6.368 -0.759 0.13
C 2.271 1.685 -0.143 -0.29
C 0.000 -2.412 2.419 -0.05
H 2.390 0.913 -0.919 0.08
C -2.736 -2.089 0.474 -0.21
H 0.949 -2.268 4.874 0.13
C -0.686 5.322 0.423 -0.12
N -0.586 3.987 -0.135 -0.11
C 3.956 0.329 3.606 -0.04
H -2.512 -3.174 -2.046 0.13
C 1.354 -3.282 -1.109 -0.07
Pb -0.132 -0.243 -0.414 1.56
N 2.881 -0.646 3.505 -0.07
H -1.439 5.909 -0.101 0.13
F -5.361 -4.278 1.717 0.11
H -2.617 3.625 -0.045 0.10
H 3.536 0.785 1.285 0.11
N 0.739 -2.191 -1.868 -0.40
N -1.778 -1.930 -0.488 -0.16
N 1.666 -0.179 1.459 -0.01
H 3.621 1.337 3.395 0.08
H -5.423 -2.259 3.382 0.14
C 0.712 3.540 -0.089 -0.36
C -4.686 -2.209 2.598 0.07
H 1.591 -4.131 -1.761 0.11
H -0.194 -2.208 1.373 0.01
C -4.559 -3.208 1.654 -0.21
C 0.724 5.845 0.199 -0.12
F -3.863 -0.121 3.345 0.10
H -1.341 -3.949 -1.016 0.12
C 2.915 4.737 -0.187 -0.05
C -3.628 -3.165 0.631 -0.14
H 2.585 -1.368 -2.430 0.09
C 1.959 -0.885 2.517 -0.34
H 0.683 -3.624 -0.329 0.07
H -0.146 -3.484 2.552 0.11
H 2.254 1.797 1.972 0.12
H 2.275 -2.927 -0.646 0.09
C 1.660 -1.708 -2.894 -0.10
H 3.129 -1.482 5.413 0.13
H 3.891 -2.402 4.103 0.13
C -2.899 -1.094 1.456 -0.17
N 1.521 4.620 0.193 -0.08
N 0.967 2.289 -0.275 -0.03
C 2.473 1.029 1.223 -0.24
H 1.832 -3.625 4.150 0.13
H -1.698 2.394 -0.899 0.06
H 4.809 0.081 2.970 0.10
C 3.015 -1.806 4.379 -0.12
N 1.343 -2.080 2.813 -0.10
H 3.178 5.794 -0.156 0.09
H 1.207 -0.873 -3.432 0.09
H -0.896 -1.736 -3.063 0.12
C -0.542 -2.590 -2.477 -0.22
H 1.057 6.512 0.994 0.13
H 3.112 2.358 -0.295 0.09
```

Results
Charge = +1
Energy above the lowest of the compared OMol25 structures with the same formula, charge and spin = 0.424 eV
Lowest unoccupied orbital energy = -0.089 Eh
DFT total energy = -51414.3299 eV
Max |F| = 0.4 eV/A
HOMO energy = -9.97 eV

---

DFT (ωB97M-V/def2-TZVPD) results for 14 unconnected molecules or ions with the total composition C3H33O14 in a non-equilibrium geometry.

```
50
Properties=species:S:1:pos:R:3:lowdin_charge:R:1
H 1.213 -24.303 -22.474 -0.01
O -6.389 -21.377 -24.943 -0.08
H -8.196 -24.861 -19.959 0.04
H -9.393 -22.762 -23.454 0.05
C -5.708 -24.609 -21.630 -0.06
H -6.529 -24.176 -21.146 0.03
O -4.221 -20.335 -20.017 -0.07
H -3.331 -20.877 -23.836 0.09
H -3.825 -25.232 -23.304 0.07
C -3.462 -24.337 -22.824 -0.04
O -8.614 -21.960 -19.319 -0.06
H -3.361 -26.732 -20.962 0.00
O -4.421 -22.565 -21.476 -0.39
O -4.146 -20.708 -23.270 -0.07
O 0.559 -24.158 -23.112 -0.04
C -4.786 -23.639 -22.344 -0.50
O -2.825 -26.799 -20.188 -0.05
H -6.113 -25.383 -22.306 0.11
H -4.256 -21.084 -20.673 -0.01
H -3.153 -24.513 -18.883 0.04
H -1.894 -20.974 -21.974 0.04
H -6.355 -22.270 -21.742 0.03
H -2.478 -22.382 -22.122 -0.03
H -8.157 -21.871 -20.149 -0.05
O -5.481 -23.057 -19.065 -0.04
O -0.202 -23.755 -20.171 -0.06
H -5.112 -20.221 -19.719 0.00
H -1.123 -23.805 -19.959 -0.05
O -9.555 -23.035 -22.534 -0.07
H -9.407 -24.642 -21.000 -0.01
H -0.189 -23.954 -22.558 -0.01
H -4.182 -21.499 -22.748 -0.06
O -7.149 -21.728 -21.560 -0.03
H -5.946 -23.846 -18.796 0.03
H -2.745 -24.594 -22.008 0.08
O -9.138 -24.699 -20.116 -0.03
H -2.983 -23.719 -23.604 0.09
H -5.337 -23.221 -23.204 0.12
O -2.778 -23.776 -19.397 -0.07
H -5.373 -23.008 -20.008 -0.05
H 0.026 -24.637 -20.455 0.02
H -9.223 -22.667 -19.444 -0.02
O -1.651 -21.895 -22.082 -0.04
H -3.442 -26.740 -19.437 0.04
H -5.671 -21.281 -24.307 -0.03
H -8.740 -22.642 -22.165 0.00
H -5.127 -24.965 -20.832 0.05
H -6.801 -20.858 -21.480 0.06
H -3.453 -23.464 -20.061 0.03
H -6.287 -20.664 -25.573 0.02
```

Results
Charge = -1
Energy above the lowest of the compared OMol25 structures with the same formula, charge and spin = 0.508 eV
Lowest unoccupied orbital energy = 0.088 Eh
DFT total energy = -32313.7016 eV
Max |F| = 3.5 eV/A
HOMO energy = -6.66 eV

---

DFT (ωB97M-V/def2-TZVPD) results for 2 unconnected molecules or ions with the total composition C2H3N3O in a non-equilibrium geometry.

```
9
Properties=species:S:1:pos:R:3:lowdin_charge:R:1
H 1.752 1.514 0.889 0.35
N -1.171 -1.137 -0.014 0.09
H -2.354 0.639 0.449 0.09
C 0.145 -1.128 -0.065 -0.15
N 0.544 0.139 -0.001 -0.29
H 0.770 -1.960 -0.271 0.12
N -0.390 0.954 0.195 0.06
C -1.444 0.214 0.115 -0.21
O 1.843 0.699 -0.329 -0.07
```

Results
Energy above the lowest of the compared OMol25 structures with the same formula, charge and spin = 5.162 eV
Lowest unoccupied orbital energy = -0.037 Eh
DFT total energy = -8635.3328 eV
Max |F| = 6.8 eV/A
HOMO energy = -10.08 eV

---

DFT (ωB97M-V/def2-TZVPD) results for 2 unconnected molecules or ions with the total composition CH3IN2O in a non-equilibrium geometry.

```
8
Properties=species:S:1:pos:R:3:lowdin_charge:R:1
I -2.657 -0.679 -0.086 0.68
N 0.410 -0.441 -0.620 -0.04
O -0.899 1.522 0.615 -0.16
N -1.401 1.018 -0.345 -0.50
C 1.232 -0.263 0.295 -0.11
H 2.114 -0.687 0.687 0.06
H 0.201 -1.239 -1.180 0.02
H 1.000 0.769 0.635 0.05
```

Results
Energy above the lowest of the compared OMol25 structures with the same formula, charge and spin = 1.760 eV
Multiplicity = 3
Lowest unoccupied orbital energy (spin up / spin down) = -0.004 / -0.084 Eh
DFT total energy = -14208.3131 eV
Max |F| = 3.3 eV/A
HOMO energy (spin up / spin down) = -7.64 / -9.32 eV

---

DFT (ωB97M-V/def2-TZVPD) results for 2 unconnected molecules or ions with the total composition C3H11N3S in a non-equilibrium geometry.

```
18
Properties=species:S:1:pos:R:3:lowdin_charge:R:1
N 2.547 0.129 1.221 0.25
N 1.666 0.974 0.124 -0.19
H 2.482 -0.887 0.969 0.18
H -0.022 -0.248 0.270 0.09
H 2.061 -0.002 2.111 0.16
H 2.033 1.650 -1.801 0.10
H 0.931 -0.672 -1.058 0.10
H -8.155 -2.084 -0.089 0.17
H -8.777 -1.838 1.537 0.16
C 0.644 0.223 -0.471 -0.14
H 3.245 2.249 -0.660 0.09
H 3.394 0.659 1.360 0.16
N -8.586 -1.476 0.603 0.17
C 2.580 1.443 -0.899 -0.08
H 3.392 0.679 -1.069 0.11
S -9.228 1.103 -0.047 1.15
H -0.086 0.995 -0.999 0.17
C -8.917 -0.240 0.511 -0.65
```

Results
Charge = +2
Energy above the lowest of the compared OMol25 structures with the same formula, charge and spin = 1.476 eV
Lowest unoccupied orbital energy = -0.297 Eh
DFT total energy = -18575.6084 eV
Max |F| = 3.9 eV/A
HOMO energy = -16.08 eV